No. 1
119
Properties=species:S:1:pos:R:3 method="wB97M-V/def2-TZVPD" orbital_gap_ev=4.47 charge=+3 energy_ha=-3787.00021 lumo_ev=-9.2 relative_energy_ev=5.4995
Y 0.333 -1.209 -1.679
O 0.917 0.880 -0.726
S 1.437 1.241 0.659
C 2.694 2.493 0.254
C 2.781 3.782 0.795
C 3.793 4.649 0.422
C 4.739 4.228 -0.502
C 5.883 4.986 -1.081
C 6.443 4.044 -2.153
C 5.708 2.754 -2.018
C 6.056 1.641 -2.832
C 5.703 0.343 -2.607
C 5.011 0.052 -1.333
P 2.925 -1.931 -2.268
C 2.999 -1.113 -3.909
C 3.830 -1.690 -4.874
C 3.829 -1.222 -6.181
C 2.999 -0.170 -6.544
C 2.169 0.417 -5.599
C 2.165 -0.055 -4.295
C 3.685 -0.715 -1.060
C 3.664 0.762 -1.388
C 5.870 0.247 -0.144
C 5.523 -0.132 1.093
C 4.328 -0.901 1.327
C 3.511 -1.221 0.316
C 3.641 2.037 -0.639
C 4.677 2.924 -1.035
C 0.157 2.162 1.501
C 0.639 2.536 2.745
C -0.075 3.333 3.641
C -1.310 3.767 3.237
C -2.303 4.646 3.937
C -3.449 4.838 2.919
C -3.088 3.948 1.767
C -3.757 3.673 0.608
C -3.197 2.726 -0.258
C -1.983 2.082 -0.048
P -1.792 0.695 -1.235
C -2.219 1.454 -2.846
C -1.508 2.598 -3.220
C -1.725 3.178 -4.459
C -2.639 2.616 -5.341
C -3.343 1.478 -4.975
C -3.136 0.893 -3.733
C -3.137 -0.508 -0.912
C -3.043 -1.703 -1.632
C -3.994 -2.700 -1.507
C -5.059 -2.516 -0.634
C -5.149 -1.348 0.108
C -4.193 -0.348 -0.023
C -1.179 2.467 1.082
C -1.826 3.352 1.988
H 2.031 4.119 1.499
H 3.830 5.649 0.832
H 6.626 5.217 -0.314
H 5.560 5.947 -1.484
H 7.521 3.883 -2.071
H 6.286 4.448 -3.159
H 6.717 1.854 -3.665
H 5.981 -0.434 -3.312
H 4.460 -2.528 -4.599
H 4.464 -1.691 -6.921
H 2.989 0.190 -7.564
H 1.522 1.239 -5.879
H 1.507 0.432 -3.567
H 3.327 0.930 -2.408
H 6.851 0.673 -0.316
H 6.208 0.028 1.915
H 4.162 -1.304 2.318
H 2.722 -1.954 0.469
H 1.637 2.204 3.024
H 0.347 3.604 4.599
H -1.857 5.591 4.247
H -2.657 4.158 4.847
H -3.521 5.875 2.585
H -4.423 4.576 3.331
H -4.705 4.136 0.366
H -3.762 2.468 -1.145
H -0.803 3.043 -2.526
H -1.189 4.076 -4.736
H -2.810 3.069 -6.308
H -4.068 1.047 -5.653
H -3.717 0.024 -3.457
H -2.240 -1.840 -2.369
H -3.921 -3.606 -2.094
H -5.813 -3.286 -0.539
H -5.977 -1.205 0.791
H -4.280 0.552 0.569
C -6.507 -3.783 4.475
C -5.154 -4.414 4.316
C -4.646 -4.754 3.068
C -3.414 -5.376 2.923
C -2.643 -5.663 4.046
N -1.391 -6.317 4.010
C -0.490 -6.562 3.009
O 0.282 -7.486 3.039
N -0.426 -5.658 1.917
C -0.444 -4.286 1.921
C -0.604 -3.496 3.068
C -0.632 -2.121 2.941
C -0.465 -1.539 1.699
N -0.252 -2.275 0.601
C -0.257 -3.609 0.713
C -3.148 -5.332 5.304
C -4.378 -4.719 5.433
H -6.981 -3.601 3.511
H -6.439 -2.838 5.018
H -7.161 -4.434 5.057
H -5.238 -4.555 2.184
H -3.092 -5.684 1.940
H -1.187 -6.882 4.821
H 0.027 -6.097 1.130
H -0.691 -3.954 4.042
H -0.769 -1.498 3.814
H -0.508 -0.465 1.572
H -0.078 -4.182 -0.193
H -2.566 -5.567 6.189
H -4.754 -4.480 6.421

=====

No. 2
86
Properties=species:S:1:pos:R:3 method="wB97M-V/def2-TZVPD" orbital_gap_ev=6.98 charge=+1 energy_ha=-5017.57208 lumo_ev=-5.0 relative_energy_ev=0.5610
W 0.917 -0.875 -0.236
O 4.508 2.301 6.057
N 3.945 2.644 5.045
O 3.740 3.793 4.710
C 3.306 1.575 4.245
C 2.926 0.481 4.924
C 2.238 -0.572 4.256
C 1.829 -1.731 4.928
C 1.187 -2.701 4.213
C 0.938 -2.495 2.855
N 1.282 -1.396 2.200
C 1.951 -0.452 2.892
C 2.391 0.699 2.173
N 2.122 0.728 0.843
C 2.549 1.778 0.152
C 3.282 2.813 0.715
C 3.556 2.804 2.054
C 3.083 1.729 2.830
H 3.136 0.404 5.982
H 2.035 -1.847 5.984
H 0.862 -3.626 4.667
H 0.443 -3.279 2.311
H 2.328 1.805 -0.899
H 3.626 3.611 0.073
H 4.116 3.603 2.509
C -5.515 3.472 -1.371
C -4.546 2.653 -0.569
C -3.743 3.254 0.401
C -2.838 2.515 1.142
C -2.742 1.149 0.917
C -3.538 0.522 -0.030
C -4.430 1.280 -0.770
S -1.640 0.205 1.909
O -2.397 -0.605 2.818
O -0.607 1.069 2.405
N -0.923 -0.854 0.864
C -1.229 -2.189 0.791
C -2.352 -2.948 1.098
C -2.253 -4.304 0.863
C -1.088 -4.875 0.341
C -0.031 -4.058 0.034
N -0.115 -2.748 0.305
H -5.073 4.423 -1.670
H -6.405 3.698 -0.779
H -5.835 2.944 -2.268
H -3.822 4.321 0.570
H -2.208 2.986 1.884
H -3.455 -0.543 -0.211
H -5.042 0.796 -1.522
H -3.235 -2.493 1.518
H -3.099 -4.941 1.088
H -1.019 -5.936 0.154
H 0.901 -4.414 -0.380
O 2.426 -0.470 -4.098
P 3.051 -0.287 -2.706
O 4.091 0.732 -2.604
O 1.862 0.001 -1.671
O 3.567 -1.737 -2.225
P 3.917 -2.025 -0.686
O 4.600 -0.687 -0.187
O 4.583 -3.286 -0.451
O 2.505 -1.910 0.046
H 1.566 -0.961 -4.185
H 5.086 -0.196 -0.872
Cl -3.662 4.613 -4.791
C -2.764 3.499 -3.833
C -2.073 3.968 -2.722
C -1.374 3.071 -1.938
C -1.370 1.720 -2.277
C -2.050 1.260 -3.406
C -2.752 2.154 -4.189
C -0.673 0.768 -1.438
O -0.696 -0.487 -1.635
O 0.044 1.095 -0.433
H -2.095 5.022 -2.482
H -0.839 3.408 -1.061
H -2.018 0.208 -3.663
H -3.285 1.826 -5.069
F 0.221 -4.802 -4.479
C 0.984 -4.129 -3.633
F 1.356 -4.936 -2.641
F 2.059 -3.675 -4.260
S 0.008 -2.697 -2.979
O 0.026 -1.744 -4.062
O -1.249 -3.200 -2.535
O 0.932 -2.295 -1.852

=====

No. 3
150
Properties=species:S:1:pos:R:3 method="wB97M-V/def2-TZVPD" orbital_gap_ev=9.66 energy_ha=-4614.19179 lumo_ev=0.3
C 2.141 1.898 -0.304
C 0.844 1.463 -1.032
C 0.164 2.718 -1.660
C -1.229 3.127 -1.117
C -2.237 3.282 -2.280
C -3.337 2.189 -2.363
N -3.106 1.028 -1.473
C -4.377 0.561 -1.043
N -4.842 0.771 0.110
N -5.169 -0.120 -1.978
C 1.334 0.727 -2.265
O 1.985 -0.464 -1.645
S 0.914 -0.928 -0.563
O 0.102 -1.965 -1.094
O 1.464 -1.216 0.707
O 0.062 0.475 -0.352
H 2.989 1.875 -0.977
H 2.085 2.912 0.068
H 2.378 1.230 0.519
H 0.146 2.585 -2.738
H 0.848 3.537 -1.485
H -1.581 2.500 -0.310
H -1.100 4.121 -0.698
H -2.746 4.223 -2.138
H -1.755 3.371 -3.246
H -4.321 2.604 -2.219
H -3.342 1.825 -3.389
H -2.707 0.242 -1.977
H -4.156 1.320 0.625
H -6.011 -0.383 -1.482
H -4.708 -0.988 -2.235
H 0.578 0.275 -2.897
H 2.125 1.190 -2.833
C 6.046 0.646 3.093
C 5.791 1.660 2.006
C 6.691 2.867 2.032
O 5.878 3.856 1.372
C 4.585 3.514 1.596
O 3.654 4.207 1.341
O 4.499 2.283 2.150
H 6.273 1.132 4.043
H 5.165 0.024 3.252
H 6.885 0.005 2.829
H 5.810 1.171 1.026
H 7.627 2.715 1.498
H 6.906 3.216 3.041
C -4.284 9.185 -3.171
C -4.526 7.911 -3.943
C -5.975 7.568 -4.185
O -5.918 6.142 -4.335
C -4.853 5.707 -3.619
O -4.615 4.568 -3.384
O -4.094 6.752 -3.204
H -5.007 9.303 -2.363
H -3.293 9.175 -2.718
H -4.361 10.051 -3.827
H -3.963 7.930 -4.881
H -6.386 8.035 -5.077
H -6.615 7.797 -3.330
C 6.193 -4.482 3.164
C 7.002 -3.745 2.124
C 8.228 -4.469 1.629
O 9.059 -3.380 1.200
C 8.719 -2.301 1.947
O 9.323 -1.279 1.971
O 7.594 -2.547 2.665
H 6.839 -4.998 3.876
H 5.577 -3.787 3.733
H 5.545 -5.219 2.693
H 6.356 -3.445 1.294
H 8.025 -5.148 0.805
H 8.751 -5.009 2.421
C -10.035 -0.776 2.374
C -8.840 -1.080 1.504
C -8.827 -0.389 0.164
O -8.016 -1.281 -0.616
C -8.160 -2.524 -0.085
O -7.761 -3.519 -0.592
O -8.819 -2.464 1.098
H -10.953 -0.725 1.786
H -10.173 -1.558 3.120
H -9.903 0.177 2.885
H -7.916 -0.887 2.055
H -8.387 0.604 0.197
H -9.815 -0.332 -0.299
C -2.085 -3.179 -6.299
C -0.724 -2.634 -5.943
C -0.528 -2.308 -4.485
O 0.502 -1.305 -4.549
C 0.378 -0.682 -5.750
O 0.958 0.311 -6.048
O -0.492 -1.342 -6.548
H -2.875 -2.666 -5.748
H -2.288 -3.036 -7.360
H -2.142 -4.243 -6.070
H 0.054 -3.310 -6.309
H -0.204 -3.159 -3.892
H -1.412 -1.864 -4.022
C -2.361 -3.210 0.152
C -3.360 -3.125 1.283
C -3.129 -2.010 2.263
O -3.759 -2.518 3.459
C -3.681 -3.881 3.380
O -3.933 -4.634 4.263
O -3.269 -4.269 2.152
H -1.352 -2.996 0.495
H -2.353 -4.216 -0.267
H -2.606 -2.502 -0.639
H -4.379 -3.097 0.883
H -3.587 -1.080 1.958
H -2.071 -1.841 2.480
C 3.458 -4.880 -7.225
C 2.650 -6.152 -7.128
C 2.200 -6.730 -8.447
O 1.031 -7.467 -8.064
C 0.516 -6.859 -6.967
O -0.543 -7.101 -6.494
O 1.381 -5.926 -6.484
H 3.066 -4.219 -7.999
H 3.423 -4.332 -6.284
H 4.498 -5.104 -7.461
H 3.190 -6.894 -6.534
H 2.938 -7.384 -8.905
H 1.902 -5.963 -9.166
C -4.654 -2.412 6.189
C -4.449 -2.375 7.684
C -5.672 -2.036 8.498
O -5.094 -1.485 9.691
C -3.894 -0.951 9.342
O -3.234 -0.265 10.049
O -3.561 -1.307 8.077
H -5.313 -1.603 5.864
H -3.713 -2.285 5.675
H -5.096 -3.357 5.887
H -4.000 -3.314 8.021
H -6.288 -2.901 8.731
H -6.291 -1.266 8.031
C 10.801 6.231 5.576
C 10.086 4.901 5.591
C 9.762 4.328 4.235
O 8.631 3.494 4.529
C 8.006 4.039 5.608
O 6.942 3.701 6.002
O 8.767 5.017 6.159
H 10.409 6.883 4.794
H 10.667 6.747 6.525
H 11.867 6.089 5.401
H 10.643 4.184 6.201
H 10.574 3.741 3.812
H 9.451 5.086 3.512